Entry from the OMol25 dataset: a molecular structure, C23H26N4O5Yb in a non-equilibrium geometry (ωB97M-V/def2-TZVPD).

Spin multiplicity: 2
Frontier orbital gap (spin up / spin down) (eV): 8.46 / 8.46
Molar mass (g/mol): 611.52
Charge: +1
⟨S²⟩: 0.751

XYZ file:
```
59
C23H26N4O5Yb ωB97M-V/def2-TZVPD
Yb -0.088 0.430 1.218
C -3.803 2.508 0.203
C -3.654 1.208 0.948
C -2.955 1.149 2.156
C -2.869 -0.040 2.871
C -3.466 -1.201 2.385
C -4.190 -1.145 1.202
C -4.279 0.048 0.497
H -3.037 3.219 0.505
H -4.786 2.941 0.404
H -3.727 2.361 -0.875
H -2.534 2.049 2.580
H -2.386 -0.030 3.838
H -3.419 -2.118 2.960
H -4.697 -2.029 0.833
H -4.856 0.088 -0.423
N 0.325 -1.636 2.549
C 0.504 -0.985 3.886
C 1.032 0.424 3.631
O 2.249 0.572 3.522
N 0.044 1.328 3.359
C 0.497 2.733 3.040
C 0.591 2.628 1.535
O -0.554 2.438 0.910
O 1.609 2.144 1.017
H -0.293 -2.432 2.623
H 1.218 -1.976 2.212
H 1.229 -1.482 4.524
H -0.465 -0.955 4.373
H 1.460 2.961 3.485
H -0.278 3.429 3.346
O 6.492 0.472 -1.526
C 5.330 0.502 -2.327
C 4.154 0.125 -1.467
C 4.268 -0.021 -0.099
C 3.123 -0.263 0.634
N 1.912 -0.420 0.084
C 1.818 -0.359 -1.256
C 2.905 -0.067 -2.047
C 0.475 -0.718 -1.816
C 0.325 -1.090 -3.136
C -0.902 -1.556 -3.582
C -1.099 -2.033 -5.000
O -0.143 -1.517 -5.903
C -1.942 -1.641 -2.672
C -1.725 -1.237 -1.373
N -0.551 -0.766 -0.942
H 7.244 0.761 -2.048
H 5.400 -0.183 -3.175
H 5.139 1.503 -2.727
H 5.218 0.093 0.401
H 3.159 -0.279 1.715
H 2.798 0.018 -3.122
H 1.155 -1.067 -3.826
H -2.127 -1.828 -5.310
H -0.984 -3.118 -5.008
H -0.425 -0.642 -6.184
H -2.917 -2.018 -2.956
H -2.520 -1.279 -0.643
```

---

Entry from the OMol25 dataset: 2 unconnected molecules or ions with the total composition C4H11O (ωB97M-V/def2-TZVPD).

Spin multiplicity: 1
Frontier orbital gap (eV): 5.64
Molar mass (g/mol): 75.13
Charge: -1

XYZ file:
```
16
C4H11O ωB97M-V/def2-TZVPD
C 1.671 -2.231 0.768
O 2.470 -1.942 -0.272
H 2.060 -1.889 1.759
H 1.405 -3.323 0.882
H 0.625 -1.787 0.690
C 0.437 0.903 -0.817
C -0.987 1.443 -0.734
C -1.785 0.790 0.393
H 0.468 -0.162 -1.068
H 1.006 1.415 -1.589
H 0.948 0.970 0.139
H -0.917 2.522 -0.519
H -1.493 1.404 -1.699
H -2.773 1.239 0.523
H -1.244 0.928 1.332
H -1.890 -0.277 0.210
```

---

| no. | calculated total energy (eV) |
| --- | --- |
| 1 | -71998.1377 |
| 2 | -6372.9342 |